Computed, not measured: a structure of composition C4H8N4O at a distorted geometry, with ωB97M-V/def2-TZVPD.

XYZ file:
```
17
Properties=species:S:1:pos:R:3:forces:R:3:nbo_charge:R:1
C -1.065 1.751 0.944 -1.5 -1.1 2.1 -0.67
C -0.580 0.899 -0.452 -5.6 3.9 1.7 -0.16
C -1.600 -1.037 -0.514 -1.7 -3.4 1.3 0.24
C 0.514 0.132 -0.182 8.2 0.1 -2.0 0.41
H -1.881 0.772 1.475 3.2 3.0 -0.8 0.22
H -1.886 2.648 1.055 2.2 -2.1 -1.6 0.25
H -0.061 2.211 1.546 -2.9 -2.0 -1.4 0.24
H -0.389 1.602 -1.208 0.8 1.0 -0.8 0.25
H -2.262 -2.051 -0.632 0.9 3.0 -0.5 0.20
H -0.669 -2.327 0.911 -0.8 0.3 -0.8 0.39
H 3.676 -0.041 -0.255 -2.4 0.7 -0.5 0.37
H 2.632 -1.010 0.653 -1.0 3.5 -2.6 0.37
N -1.689 0.136 -0.944 -1.1 -0.9 -1.2 -0.43
N -0.797 -1.376 0.559 1.5 -2.1 2.3 -0.37
N 1.636 0.518 -0.821 -1.2 -2.6 4.8 -0.22
N 2.651 -0.004 0.048 4.1 -3.0 1.2 -0.74
O 0.578 -0.899 0.724 -2.7 1.6 -1.3 -0.34
```
Forces are in eV/Å.

## Properties
Highest occupied orbital energy: -8.180 eV
Energy: -451.1887 Ha
Kohn-Sham gap: 8.719 eV
E_LUMO: 0.539 eV



Computed, not measured: an isolated molecule of C4H8N4O at a distorted geometry, with ωB97M-V/def2-TZVPD.

XYZ file:
```
17
Properties=species:S:1:pos:R:3:forces:R:3:nbo_charge:R:1
N -3.671 -1.237 -0.260 3.5 0.3 1.2 -0.49
C -2.543 -1.045 0.092 -3.3 0.0 -1.2 0.42
N -1.314 -0.636 0.384 -0.7 -0.1 -0.1 -0.67
C -1.082 0.643 0.034 1.4 -5.7 2.1 0.64
N -1.964 1.308 -0.616 -0.8 5.7 -1.1 -0.79
N 0.157 1.016 0.398 -0.2 1.0 -0.2 -0.58
C 1.123 0.074 0.901 1.4 -0.5 1.4 -0.24
C 1.747 -0.916 -0.120 -2.8 -2.7 2.5 -0.07
O 2.788 -0.372 -0.785 2.3 0.2 -2.5 -0.72
H -1.815 2.370 -0.495 -1.0 -2.3 -0.8 0.40
H -2.890 0.908 -0.806 0.5 0.2 0.3 0.45
H 0.578 1.738 -0.131 0.2 0.9 -0.4 0.39
H 0.827 -0.422 1.883 -0.3 0.4 -1.7 0.24
H 1.964 0.686 1.259 -0.1 0.1 -0.3 0.21
H 0.945 -1.340 -0.766 0.4 0.5 0.2 0.18
H 2.029 -1.804 0.547 0.1 0.9 -0.8 0.15
H 3.121 -0.974 -1.521 -0.8 1.1 1.6 0.48
```
Forces are in eV/Å.

## Properties
SMILES: N#C/N=C(\N)NCCO
Highest occupied orbital energy: -8.897 eV
Energy: -451.4471 Ha
Kohn-Sham gap: 9.370 eV
E_LUMO: 0.473 eV



Computed, not measured: an isolated molecule of C4H8N4O at a distorted geometry, with ωB97M-V/def2-TZVPD.

XYZ file:
```
17
Properties=species:S:1:pos:R:3:forces:R:3:nbo_charge:R:1
N 1.355 -1.232 -1.815 1.1 0.3 -2.5 -0.86
C 0.537 -0.637 -0.751 1.6 4.8 -1.4 -0.15
C 0.748 -1.088 0.632 -0.2 3.6 1.8 0.06
N 0.831 -0.242 1.677 0.1 -2.3 -1.1 -0.22
N 0.724 1.144 1.483 -1.4 -3.0 -4.3 -0.47
C -0.292 1.623 0.643 -1.0 -0.2 1.7 0.19
N -1.384 1.204 0.107 1.0 3.6 -0.8 -0.20
O -1.716 -0.057 -0.121 -0.7 -3.9 -0.4 -0.39
C -0.989 -0.691 -1.177 2.4 0.0 0.2 -0.09
H 2.416 -0.816 -2.083 -4.2 -1.1 1.4 0.39
H 0.719 -1.119 -2.682 2.0 -0.4 1.5 0.36
H 0.876 0.572 -0.721 -1.1 -3.0 -0.3 0.18
H 0.613 -2.149 0.690 0.6 -0.6 1.3 0.20
H 0.885 1.818 2.166 0.9 0.2 2.0 0.40
H -0.304 2.687 0.751 -0.1 0.8 -0.3 0.19
H -1.209 -1.843 -1.267 -0.4 2.5 0.1 0.22
H -0.975 -0.060 -2.140 -0.8 -1.2 1.1 0.19
```
Forces are in eV/Å.

## Properties
SMILES: N[C@@H]1/C=N\N/C=N\OC1
Highest occupied orbital energy: -8.616 eV
Energy: -451.2597 Ha
Kohn-Sham gap: 9.323 eV
E_LUMO: 0.706 eV



Computed, not measured: an isolated molecule of C4H8N4O3 at a distorted geometry, with ωB97M-V/def2-TZVPD.

XYZ file:
```
19
Properties=species:S:1:pos:R:3:forces:R:3:nbo_charge:R:1
C 1.528 0.837 -0.076 -0.5 1.3 -2.7 0.61
C -0.559 -1.501 0.885 -3.4 -0.1 0.6 -0.30
C 0.475 0.164 -0.899 -3.7 -0.2 -0.3 -0.02
C -0.845 -0.003 0.721 2.7 0.0 -2.1 -0.13
N 0.520 -1.997 0.015 -1.6 -0.2 -0.3 -0.48
N 0.520 -1.222 -1.188 -0.2 0.3 1.2 -0.41
N 1.493 2.211 -0.133 0.7 -0.6 1.1 -0.83
N -1.966 0.529 0.038 -2.5 -0.4 -0.7 0.47
O 2.370 0.159 0.402 2.0 -1.1 2.1 -0.59
O -2.351 1.709 0.156 1.3 -1.4 0.2 -0.41
O -2.565 -0.278 -0.684 0.2 0.4 -0.1 -0.44
H -0.359 -1.717 1.962 0.1 0.2 -0.9 0.23
H -1.641 -1.988 0.678 2.6 0.6 0.1 0.22
H -0.087 0.700 -1.785 1.2 -0.6 2.0 0.24
H -0.548 0.690 1.452 0.5 0.7 1.0 0.22
H 1.378 -2.184 0.516 0.2 0.8 -0.7 0.40
H -0.382 -1.477 -1.661 1.3 0.3 0.3 0.39
H 0.879 2.567 -0.829 -0.3 0.8 0.0 0.40
H 2.139 2.800 0.430 -0.9 -0.9 -0.9 0.42
```
Forces are in eV/Å.

## Properties
Highest occupied orbital energy: -9.512 eV
Energy: -601.7780 Ha
Kohn-Sham gap: 8.951 eV
E_LUMO: -0.561 eV